(1)
A molecular structure, C30H25GeN7PtSSe, computed with ωB97M-V/def2-TZVPD.

The geometry in XYZ format:
```
66
Properties=species:S:1:pos:R:3:forces:R:3
H -0.819361 -4.163089 0.398357 -0.006 -0.002 0.011
N -1.947863 0.637523 0.983950 -0.020 0.003 0.014
C -0.762566 4.822582 -3.220682 0.007 0.002 0.011
N 0.087668 1.540350 -0.399078 0.012 0.011 0.034
Pt 0.098979 0.404474 1.224732 0.100 -0.169 -0.163
C -4.255410 0.480183 1.517197 0.000 0.004 -0.007
H -1.240979 -1.740923 -0.546048 0.017 -0.009 -0.030
C 1.081644 -1.018671 -2.071838 -0.014 0.022 0.003
C -3.536221 1.804720 -0.344865 -0.008 -0.007 -0.002
C -2.926173 0.172034 1.755315 0.001 -0.014 0.005
N -0.252624 1.173091 6.278600 0.066 0.002 0.003
N 1.239707 1.954236 -0.988692 -0.010 -0.002 -0.004
C -1.563284 4.394663 -4.270696 -0.010 -0.004 -0.004
Ge 0.286672 -1.613108 -0.443880 -0.026 0.073 0.055
H -5.023404 0.078067 2.161802 0.001 0.001 0.001
N 3.505374 1.883736 -0.885605 -0.015 0.009 -0.015
H -3.744809 2.475651 -1.164702 0.005 -0.001 0.000
H 4.014333 -0.951701 -3.766276 -0.001 -0.001 0.000
C -0.089388 0.142507 5.466035 -0.029 0.007 0.013
H 0.033526 -6.146698 1.576436 0.000 0.004 0.006
C -1.231024 2.787005 -2.033647 -0.026 -0.013 -0.022
H 3.542183 2.477665 -1.698548 0.004 -0.004 -0.001
C -0.583948 4.018527 -2.107494 0.000 0.008 0.000
H -0.801290 -0.310513 -2.847830 0.003 -0.009 -0.001
C 0.259837 -0.434670 -3.035456 0.012 -0.014 -0.019
C -2.202235 3.163494 -4.205656 0.002 0.009 -0.006
C 0.235450 -1.741032 3.498004 0.012 -0.012 -0.001
Se -0.389185 2.608057 5.276988 -0.065 -0.013 -0.005
C 2.143785 -0.197236 -4.499873 -0.001 -0.005 0.000
H -2.824634 2.828393 -5.024229 0.000 0.002 -0.001
C -0.085704 0.465441 4.070521 -0.014 0.012 -0.003
H -1.693178 5.023931 -5.140804 0.000 -0.002 -0.001
N -0.245325 1.728609 3.743411 0.053 0.000 0.014
C -1.067295 1.919527 -0.855972 0.006 0.004 0.038
H 2.558860 0.118253 -5.447944 0.000 0.001 -0.001
H 0.381465 -2.488622 2.729405 -0.019 0.014 0.006
C 2.319184 1.528494 -0.392476 0.013 -0.016 0.034
C 2.965194 -0.796141 -3.552445 0.004 0.007 0.001
N 0.081634 -0.500026 3.096417 -0.051 0.007 0.012
H -2.548515 1.404892 -3.038725 -0.002 0.000 0.005
C 0.681455 -5.294337 1.421593 -0.020 0.003 -0.007
S 2.358625 0.484964 1.041227 -0.009 0.066 -0.003
H -5.585867 1.591439 0.254017 0.000 0.001 0.002
H 3.025460 -2.273249 0.833959 -0.019 -0.014 0.001
C 2.439037 -1.203546 -2.336992 -0.001 0.010 0.009
C -2.232443 1.435215 -0.074914 0.017 0.018 -0.018
C 0.074067 -1.217008 5.853950 -0.010 -0.009 -0.003
H -0.271754 5.784886 -3.270577 -0.001 0.000 -0.002
C 0.205084 -4.173716 0.753734 0.019 -0.011 0.016
C -2.047494 2.365087 -3.085019 0.013 -0.002 0.008
H 0.073320 -1.484620 6.902128 0.001 0.000 0.000
H -2.629361 -0.460605 2.581345 -0.003 0.005 -0.001
H 0.151170 0.436881 -4.989580 0.003 0.003 -0.004
H 4.362308 1.618501 -0.433427 0.000 -0.008 -0.004
C 2.830763 -4.231968 1.665850 -0.017 -0.018 0.011
C 0.790626 -0.018027 -4.244853 -0.013 0.000 0.007
H 0.358126 -3.184204 5.083958 0.007 0.000 -0.003
H 2.361453 -6.190825 2.404068 0.000 -0.001 -0.001
C -4.560426 1.314665 0.458043 0.007 0.000 0.001
C 1.044737 -3.078533 0.531867 -0.035 0.046 0.033
H 3.852811 -4.260563 2.019266 0.004 0.003 -0.003
C 2.362816 -3.115197 0.991941 0.040 0.001 -0.026
H 3.086244 -1.672625 -1.605303 -0.004 -0.005 0.004
H 0.049619 4.347232 -1.295405 0.002 -0.002 0.000
C 1.990204 -5.318918 1.882014 0.014 0.006 -0.001
C 0.228337 -2.134579 4.863427 0.007 0.001 0.003
```
Positions in Å, forces in eV/Å.

Calculated values
HOMO level ... -13.83 eV
LUMO ... -6.79 eV
Strongest force on any atom ... 0.26 eV/Å
DFT total energy ... -6536.88821 Ha
Total charge ... +2

(2)
A molecular structure, C30H25N2O2P2RhS2, computed with ωB97M-V/def2-TZVPD.

The geometry in XYZ format:
```
64
Properties=species:S:1:pos:R:3:forces:R:3
H -1.221580 -3.801029 4.465038 -0.001 -0.001 0.007
C -0.144432 2.497906 0.909237 0.024 0.022 -0.039
C 0.614720 -0.701470 -3.172116 0.100 -0.019 0.099
H 2.955198 3.825805 -3.347088 0.003 0.002 0.004
C -1.657451 -3.456898 -0.143207 0.048 0.028 0.156
C -1.244702 -4.771038 0.237699 0.011 -0.034 0.015
C 1.223794 2.684077 0.722240 0.023 0.001 0.018
H -2.853934 -4.429201 4.251166 0.001 -0.001 0.000
Rh -2.277241 -1.066744 -0.597132 -0.433 0.139 -0.127
C 0.206571 2.056668 -2.468232 -0.134 0.083 0.047
C -0.422488 4.861899 1.233315 0.002 0.022 -0.003
H -0.877843 5.240469 -2.063911 -0.001 0.002 -0.002
C -0.653778 3.115255 -2.171160 0.043 -0.005 -0.037
C -0.441536 -0.154446 -0.542189 0.501 0.088 0.014
C -0.231487 -0.151972 4.703885 0.005 -0.003 0.010
H 1.866659 1.830843 0.535520 -0.004 0.002 -0.011
N -1.762532 -4.173575 2.479119 0.044 0.064 0.022
H 3.495637 -2.466871 -2.925927 -0.002 0.000 0.003
C 0.936433 5.048485 1.029018 -0.005 -0.007 0.015
P -0.414701 0.388147 -2.165620 -0.471 -0.180 -0.001
C -1.828145 -4.503008 3.894878 0.000 0.008 0.003
H -1.018533 -6.023199 1.946970 0.001 -0.003 -0.010
H 2.820017 4.106836 0.605029 0.000 -0.003 -0.007
O -2.615421 -2.129662 2.978859 0.090 0.031 0.014
S -2.401377 0.160449 -2.605673 0.289 0.087 -0.040
H 2.916409 -2.973248 -5.273749 -0.004 0.003 -0.009
C -0.211391 4.420599 -2.297792 0.016 0.000 -0.004
H 0.910801 -1.775630 5.517440 0.005 0.005 -0.001
H -0.890909 -5.479445 -0.492942 0.002 0.001 0.001
C 1.760092 3.959985 0.767162 -0.026 0.000 0.035
H 1.433633 5.697194 -2.812878 0.001 -0.001 0.001
C -2.184586 -2.872858 2.123247 -0.191 -0.100 0.011
H 2.171002 1.496816 -3.137330 0.004 -0.011 0.011
H 1.620141 -2.621897 3.304284 -0.002 0.006 0.001
C 2.600235 -2.047028 -3.365925 -0.007 -0.019 -0.053
C 1.505761 2.314989 -2.891174 0.016 -0.030 -0.053
H -2.034401 3.437727 1.281265 -0.006 0.003 -0.013
C 0.981919 -1.749178 3.374623 -0.005 -0.012 -0.011
P -0.833068 0.832165 0.796005 -0.281 -0.175 0.123
C -0.968574 3.588335 1.157427 0.019 -0.027 0.050
H 1.357512 6.044928 1.072286 0.000 0.001 0.001
H -1.302665 1.354166 3.621104 -0.015 -0.013 0.000
C 1.115031 -1.810571 -5.244154 -0.050 0.030 -0.007
O -1.647035 -2.988350 -1.320132 0.016 0.031 -0.054
C 0.561212 -1.105856 2.217316 0.021 0.009 -0.001
C 1.089021 4.675310 -2.715613 -0.012 0.006 -0.012
C 2.272686 -2.331993 -4.685322 0.034 -0.005 0.038
H -1.062753 5.710411 1.438345 0.003 0.000 -0.002
S -2.871730 0.814731 0.694610 0.154 -0.036 -0.031
H 0.850688 -1.465041 1.236784 -0.019 -0.012 -0.006
C -0.257703 0.012098 2.306519 0.008 0.015 -0.017
C -1.315357 -5.058643 1.555583 0.008 -0.018 -0.035
C 0.585032 -1.273461 4.614715 -0.011 0.001 0.018
H 1.994084 -1.042768 -1.565294 -0.022 0.026 -0.003
H -0.545753 0.214478 5.672367 -0.004 -0.001 -0.001
C 1.769221 -1.237620 -2.607276 -0.014 -0.041 -0.006
H -1.458900 -5.516199 4.037412 0.004 0.001 -0.008
C 0.284728 -0.994794 -4.488958 0.013 0.048 -0.031
H -0.631851 -0.601464 -4.911128 -0.003 -0.008 -0.010
C 1.945279 3.626290 -3.012827 0.010 -0.027 -0.018
C -0.652486 0.489242 3.552874 0.005 0.017 -0.022
N -2.093686 -2.585452 0.796094 0.172 0.005 -0.003
H -1.663970 2.901039 -1.838090 0.023 0.011 -0.027
H 0.850487 -2.046735 -6.266595 0.005 -0.002 0.000
```
Positions in Å, forces in eV/Å.

Calculated values
HOMO level ... -7.56 eV
LUMO ... -0.03 eV
Strongest force on any atom ... 0.51 eV/Å
DFT total energy ... -3007.91989 Ha

Q: Among the records above, which one has the lowest strongest force on any atom?
A: C30H25GeN7PtSSe